# 1
Computed, not measured: the molecule C19H18N4O2S in a non-equilibrium geometry, with ωB97M-V with the def2-TZVPD basis set.

The LUMO energy comes out at -0.0441 Ha. For the HOMO-LUMO gap, the calculation gives 6.41 eV. As for the total energy: -1501.75915 a.u. As for the structure (SMILES): CCOc1cccc(-c2nnc3sc(COc4ccc(C)cc4)nn23)c1.

Geometry as ORCA input:
```
! wB97M-V def2-TZVPD RIJCOSX def2/J DEFGRID3
* xyz 0 1
C 0.105 3.614 2.642
C 0.600 2.353 2.031
O 1.219 1.615 3.074
C 1.719 0.444 3.029
C 1.771 -0.026 1.856
C 2.290 -1.530 1.878
C 2.713 -2.221 3.108
C 2.875 -1.434 4.086
C 2.355 -0.185 4.202
H 2.170 0.334 5.134
H 3.300 -2.138 4.971
H 3.400 -3.168 2.824
C 2.318 -2.038 0.539
N 2.737 -3.582 0.275
N 2.690 -3.723 -1.004
C 2.159 -2.839 -1.476
N 1.885 -1.647 -0.638
N 1.561 -0.586 -1.136
C 1.488 -0.672 -2.646
C 0.953 0.350 -3.304
O -0.192 0.263 -3.934
C -1.356 -0.008 -3.045
C -2.540 -0.273 -3.840
C -3.800 -0.357 -3.031
C -3.590 0.167 -1.931
C -2.673 0.427 -1.198
C -1.541 0.597 -1.714
H -0.450 0.644 -1.371
H -2.688 0.595 0.061
C -5.211 0.033 -1.009
H -4.910 0.256 -0.057
H -5.753 0.883 -1.466
H -5.584 -0.972 -1.145
H -4.724 -0.351 -3.573
H -2.550 -0.341 -4.803
H 1.731 0.441 -4.306
H 1.034 1.517 -2.841
S 1.667 -2.450 -3.098
H 1.456 0.163 0.947
H 1.553 2.323 1.441
H -0.310 1.688 1.750
H -0.262 4.000 1.993
H -0.550 3.519 3.529
H 0.936 4.318 3.198
*
```

=====

# 2
Computed, not measured: a structure of composition C19H18N5OY in a non-equilibrium geometry, with ωB97M-V with the def2-TZVPD basis set.

The LUMO energy comes out at -0.2580 Ha. For the HOMO-LUMO gap, the calculation gives 6.67 eV. As for the total energy: -1121.75966 a.u.

Geometry as ORCA input:
```
! wB97M-V def2-TZVPD RIJCOSX def2/J DEFGRID3
* xyz 2 1
Y 0.018 0.130 0.179
C -1.114 -1.088 -4.041
C -0.994 -0.485 -2.688
N -0.125 -0.832 -1.810
N 0.808 -1.842 -2.075
C 1.584 -2.021 -1.044
O 1.443 -1.290 0.089
C 2.642 -3.029 -1.093
C 2.834 -3.803 -2.237
C 3.842 -4.748 -2.262
C 4.658 -4.923 -1.150
C 4.470 -4.155 -0.009
C 3.460 -3.206 0.020
C -1.918 0.616 -2.235
C -2.909 1.102 -3.051
C -3.735 2.119 -2.576
C -3.547 2.618 -1.300
C -2.532 2.081 -0.534
N -1.730 1.104 -0.981
H -0.362 -1.858 -4.174
H -0.986 -0.323 -4.812
H -2.106 -1.527 -4.175
H 2.194 -3.659 -3.096
H 3.995 -5.350 -3.147
H 5.447 -5.665 -1.174
H 5.109 -4.297 0.853
H 3.306 -2.603 0.904
H -3.043 0.701 -4.045
H -4.521 2.514 -3.206
H -4.170 3.405 -0.900
H -2.348 2.441 0.472
N 0.216 2.841 5.981
C 0.160 2.287 4.769
C -0.705 1.200 4.496
C -0.714 0.667 3.246
N 0.048 1.112 2.216
C 0.874 2.154 2.493
C 0.962 2.762 3.705
H -0.344 2.496 6.743
H 0.840 3.606 6.180
H -1.341 0.786 5.267
H -1.370 -0.174 3.044
H 1.500 2.515 1.683
H 1.648 3.587 3.848
*
```

=====

# 3
Computed, not measured: a structure of composition C19H19AsMoN2O3S5 in a non-equilibrium geometry, with ωB97M-V with the def2-TZVPD basis set.

The LUMO energy (spin up / spin down) comes out at -0.0534 / -0.0545 Ha. For the HOMO-LUMO gap (spin up / spin down), the calculation gives 5.99 / 5.96 eV. As for the total energy: -5365.60906 a.u.

Geometry as ORCA input:
```
! wB97M-V def2-TZVPD RIJCOSX def2/J DEFGRID3
* xyz 0 1
Mo -1.318 -0.327 2.486
C 4.211 0.435 -3.993
C 3.574 0.253 -2.655
C 4.195 0.754 -1.513
C 3.590 0.645 -0.275
C 2.358 0.025 -0.189
C 1.733 -0.507 -1.301
C 2.348 -0.395 -2.535
S 1.529 -0.132 1.367
O 1.324 -1.548 1.593
O 2.225 0.572 2.411
N 0.034 0.471 1.223
C -0.392 1.506 0.448
C 0.372 2.427 -0.251
C -0.257 3.406 -1.023
C -1.623 3.466 -1.140
C -2.436 2.561 -0.433
C -3.845 2.517 -0.494
C -4.513 1.560 0.234
C -3.809 0.694 1.069
N -2.487 0.719 1.177
C -1.808 1.611 0.404
H 4.519 1.470 -4.123
H 3.523 0.164 -4.787
H 5.098 -0.188 -4.083
H 5.156 1.236 -1.603
H 4.042 1.032 0.624
H 0.773 -0.990 -1.180
H 1.873 -0.808 -3.414
H 1.449 2.388 -0.198
H 0.357 4.129 -1.539
H -2.089 4.209 -1.765
H -4.374 3.224 -1.113
H -5.586 1.471 0.191
H -4.322 -0.047 1.673
S 1.920 -1.865 5.157
As 0.426 -0.878 4.152
S -2.841 -1.714 3.286
S -1.408 1.625 3.852
S 0.061 1.109 5.191
C -2.559 -3.778 0.740
C -1.350 -3.011 0.323
C -0.172 -3.812 -0.146
O -1.307 -1.789 0.347
H -2.679 -4.693 0.165
H -3.454 -3.160 0.680
H -2.409 -4.040 1.792
H -0.199 -3.879 -1.236
H -0.197 -4.820 0.255
H 0.745 -3.303 0.151
*
```

=====

# 4
Computed, not measured: a structure of composition C19H19Br9F2O3 in a non-equilibrium geometry, with ωB97M-V with the def2-TZVPD basis set.

The LUMO energy comes out at -0.0103 Ha. For the HOMO-LUMO gap, the calculation gives 8.89 eV. As for the total energy: -24326.94545 a.u.

Geometry as ORCA input:
```
! wB97M-V def2-TZVPD RIJCOSX def2/J DEFGRID3
* xyz 0 1
C 2.434 -1.405 -2.455
C 1.138 -2.152 -2.583
C -0.129 -1.388 -2.131
O -1.104 -1.750 -3.087
C -0.502 -2.330 -4.161
O -1.059 -2.682 -5.138
O 0.844 -2.438 -3.967
H 2.447 -0.580 -3.165
H 3.254 -2.082 -2.695
H 2.554 -1.031 -1.439
H 1.164 -3.099 -2.033
H 0.006 -0.306 -2.035
H -0.468 -1.727 -1.148
F 0.630 5.426 0.244
C 0.533 4.571 1.274
C 1.586 4.436 2.161
C 1.436 3.573 3.238
C 0.275 2.868 3.418
C -0.741 2.976 2.483
C -0.645 3.869 1.440
H 2.529 4.942 2.001
H 2.257 3.520 3.942
H 0.192 2.142 4.216
H -1.685 2.470 2.647
H -1.470 3.991 0.750
F 1.773 -1.503 1.308
C 0.801 -0.635 0.953
C -0.516 -1.061 1.006
C -1.525 -0.160 0.660
C -1.185 1.119 0.205
C 0.156 1.484 0.107
C 1.159 0.620 0.515
H -0.739 -2.074 1.324
H -2.575 -0.422 0.728
H -1.956 1.832 -0.059
H 0.405 2.492 -0.189
H 2.208 0.892 0.496
C -4.318 -3.684 2.096
Br -3.031 -3.771 0.674
Br -5.832 -2.633 1.620
Br -3.549 -3.106 3.771
H -4.637 -4.699 2.263
C 0.261 -5.592 1.490
Br -0.397 -4.717 3.052
Br 1.383 -7.074 1.887
Br 1.118 -4.308 0.352
H -0.579 -5.987 0.944
C 1.189 4.209 -3.534
Br 2.531 5.576 -3.438
Br -0.435 4.806 -2.728
Br 1.814 2.598 -2.708
H 1.001 3.983 -4.570
*
```